# 1
Entry from OMol25: C26H19N3O4PS4Tl as an isolated structure (wB97M-V/def2-TZVPD).

```
58
Properties=species:S:1:pos:R:3:forces:R:3
Tl 0.71390 2.97124 -1.69660 0.08 0.01 0.10
O -3.46329 -1.66322 3.82119 -0.01 -0.02 0.08
N -3.56771 -1.29613 2.61477 -0.01 -0.15 -0.13
O -4.43213 -1.82932 1.84971 0.01 0.06 0.03
C -2.69302 -0.33215 2.14152 -0.06 0.18 -0.15
C -1.75407 0.17425 3.03141 -0.02 0.24 0.01
C -0.75597 1.08478 2.62194 -0.10 0.06 0.21
C 0.23513 1.57119 3.50455 -0.10 0.04 0.00
C 1.21023 2.40832 3.03770 -0.01 0.10 -0.05
C 1.21068 2.76327 1.68088 0.09 0.03 0.09
N 0.28716 2.33941 0.84193 0.02 0.01 -0.04
C -0.68156 1.52471 1.28974 -0.02 0.01 -0.08
C -1.69846 1.06615 0.35499 -0.01 0.02 -0.04
N -1.61981 1.56577 -0.88946 0.02 -0.03 0.01
C -2.51715 1.21530 -1.78562 -0.05 -0.05 -0.03
C -3.54597 0.32595 -1.49681 0.02 0.02 -0.01
C -3.63545 -0.20832 -0.22954 -0.03 -0.02 0.04
C -2.70259 0.15174 0.75970 0.01 -0.01 0.07
H -1.77117 -0.18750 4.04826 0.00 0.01 -0.02
H 0.21011 1.25339 4.54116 0.01 0.01 0.01
H 1.98977 2.78907 3.68507 0.00 -0.01 0.02
H 1.98547 3.39703 1.26728 -0.01 -0.01 0.00
H -2.41741 1.66667 -2.76876 -0.02 0.00 0.01
H -4.26967 0.06417 -2.25817 0.00 0.00 0.00
H -4.41462 -0.90265 0.03553 0.00 -0.01 0.01
O 5.09975 1.36783 -1.27628 0.14 -0.02 -0.05
C 3.88127 1.20141 -1.20464 -0.26 0.02 0.15
O 3.00315 1.99387 -0.74400 0.08 0.13 -0.02
C 3.31296 -0.15442 -1.69418 -0.07 -0.03 0.01
P 1.49080 -0.19133 -1.44289 -0.06 -0.23 0.01
C 1.31964 -0.81787 0.27467 0.08 0.05 -0.02
C 0.20955 -1.59579 0.61394 -0.06 -0.05 -0.01
C -0.00967 -1.99859 1.92180 0.11 -0.12 -0.05
C 0.88585 -1.63171 2.91858 0.17 -0.09 -0.10
C 1.98697 -0.85220 2.59497 -0.03 -0.17 -0.03
C 2.20191 -0.43972 1.28509 0.06 -0.02 -0.06
C 1.03243 -1.73437 -2.36187 0.07 0.04 0.02
C 1.57136 -2.99338 -2.08783 0.02 0.01 0.02
C 1.20401 -4.10303 -2.83119 -0.03 0.02 -0.03
C 0.28087 -3.97566 -3.86557 0.03 0.00 0.04
C -0.26973 -2.73563 -4.14454 0.02 0.01 0.03
C 0.10654 -1.62533 -3.39443 -0.03 0.01 -0.02
H 3.82231 -0.97109 -1.17696 0.02 0.00 -0.02
H 3.52458 -0.25769 -2.76079 -0.03 -0.03 -0.02
H -0.50824 -1.87456 -0.15114 0.02 0.00 0.02
H -0.89717 -2.56827 2.16821 0.02 -0.02 0.01
H 0.70404 -1.92655 3.94471 -0.01 0.00 0.01
H 2.67568 -0.53617 3.36973 0.00 0.00 0.00
H 3.03871 0.20952 1.05878 -0.01 -0.01 -0.02
H 2.27434 -3.10293 -1.26947 0.00 0.01 -0.01
H 1.63007 -5.07251 -2.60199 0.00 0.00 0.00
H -0.01264 -4.84515 -4.44143 0.00 0.00 0.00
H -0.99913 -2.62974 -4.93823 -0.01 0.01 0.00
H -0.33381 -0.65616 -3.60203 0.00 0.00 0.00
S 1.32519 5.93635 -0.43911 0.01 0.00 0.09
S -0.46122 6.54062 -1.10322 0.01 0.02 -0.11
S -1.75622 5.01390 -0.66380 0.09 -0.05 0.07
S -3.23655 5.11325 -1.95727 -0.18 0.05 -0.07
```
Forces are in eV/Å.

* total charge: -2
* orbital gap (spin up / spin down): 4.2 / 6.3 eV
* DFT total energy: -97255.7413 eV
* HOMO (spin up / spin down): -0.83 / -2.09 eV
* energy above the lowest of the compared OMol25 structures with the same formula, charge and spin: 0.0 kJ/mol

=====

# 2
Entry from OMol25: C4H2MgO2 as an isolated structure at a distorted geometry (wB97M-V/def2-TZVPD).

```
9
Properties=species:S:1:pos:R:3:forces:R:3
O -1.17396 1.48137 -0.27406 0.58 0.49 0.22
C -2.08364 0.49860 -0.22129 -0.22 -0.44 -0.19
C -1.55189 -0.79736 -0.05601 0.66 -0.29 0.52
C -0.67780 -1.66939 0.23308 -0.74 0.58 -0.36
H -3.14651 0.73632 -0.32149 0.31 -0.03 0.00
C 2.41678 -0.25230 0.45517 -0.08 1.06 0.09
O 2.34323 0.21158 -0.71711 0.03 -0.23 0.27
Mg 0.43248 0.39368 0.15631 -0.58 -0.95 -0.31
H 3.44130 -0.60250 0.74541 0.04 -0.19 -0.23
```
Forces are in eV/Å.

* total charge: -1
* ⟨S²⟩: 0.765
* orbital gap (spin up / spin down): 4.9 / 7.5 eV
* DFT total energy: -13717.5356 eV
* multiplicity: 2
* HOMO (spin up / spin down): -1.57 / -4.23 eV

=====

# 3
Entry from OMol25: a 2-piece molecular cluster, C3H10OS2 overall at a distorted geometry (wB97M-V/def2-TZVPD).

```
16
Properties=species:S:1:pos:R:3:forces:R:3
C -0.08753 1.14880 1.59158 -1.74 -0.62 0.38
C -1.24120 0.64776 0.69833 1.35 -0.60 -1.08
C 0.90048 0.07578 2.01166 1.51 0.33 -0.79
S 2.33248 0.13013 0.82342 -1.11 0.20 -0.87
S 3.81741 -0.94670 2.41578 1.01 -0.56 1.05
H -0.59345 1.57953 2.47124 0.47 0.32 -0.05
H 0.40663 1.89408 0.98489 0.34 0.42 0.37
H -1.94547 -0.04571 1.15851 -0.32 0.53 0.27
H -1.64974 1.48479 0.12331 -0.65 -0.13 0.50
H -0.77944 0.03947 -0.09049 0.09 -0.05 -0.01
H 0.52484 -0.94466 2.05865 -0.34 0.06 -0.02
H 1.41744 0.29220 2.94227 -0.45 0.07 0.35
H 4.07826 -2.09092 1.76920 -0.15 0.02 -0.10
H -2.97190 -0.74120 -5.92422 0.06 0.00 0.14
H -2.07941 -1.33047 -6.99314 0.11 -0.04 0.07
O -2.12942 -1.19289 -6.04099 -0.17 0.03 -0.22
```
Forces are in eV/Å.

* total charge: -1
* ⟨S²⟩: 0.754
* orbital gap (spin up / spin down): 3.5 / 5.6 eV
* DFT total energy: -26990.9299 eV
* multiplicity: 2
* HOMO (spin up / spin down): -1.00 / -3.13 eV
* energy above the lowest of the compared OMol25 structures with the same formula, charge and spin: 77.5 kJ/mol

=====

# 4
Entry from OMol25: C14H33CuNO3S2Si3 as an isolated structure (wB97M-V/def2-TZVPD).

```
57
Properties=species:S:1:pos:R:3:forces:R:3
Cu 0.40536 1.23981 0.72666 0.05 -0.02 0.03
C -0.65528 -2.41452 -1.52202 -0.01 0.02 0.00
O -0.46275 -1.10980 -1.04980 0.01 -0.01 0.00
Si -1.67512 0.04384 -0.98081 -0.01 0.00 0.00
C -2.67890 -0.12447 -2.57609 0.00 0.02 0.00
C -2.85667 -0.51879 0.37660 0.00 0.00 0.01
C -0.91090 1.67334 -0.72950 0.02 0.03 0.06
Si -2.00786 2.93885 0.03704 -0.01 0.00 -0.02
C -2.44195 2.65238 1.85164 -0.01 0.01 -0.02
C -1.27005 4.67940 0.03834 -0.01 -0.01 -0.01
C -3.67398 3.10414 -0.86044 0.02 -0.01 0.00
Si 0.08808 2.25270 -2.17094 0.05 -0.02 0.02
C -0.95317 3.19098 -3.45003 -0.01 0.00 0.00
C 1.50822 3.40870 -1.71076 -0.03 0.00 -0.02
C 0.89282 0.85129 -3.14985 -0.06 0.02 -0.01
H -1.49479 -2.91780 -1.02467 0.00 -0.01 0.00
H 0.25056 -2.99123 -1.32447 0.00 -0.01 0.00
H -0.84316 -2.42980 -2.60234 0.00 -0.01 -0.01
H -3.13709 -1.11275 -2.67676 0.00 -0.01 0.01
H -2.06598 0.05547 -3.46164 -0.01 0.00 -0.02
H -3.48234 0.61740 -2.57590 0.00 -0.01 -0.01
H -3.20626 -1.53382 0.16399 0.00 0.00 0.00
H -3.73898 0.12197 0.44722 0.00 0.00 0.00
H -2.36349 -0.52970 1.35098 0.00 0.00 0.00
H -1.54820 2.75470 2.47125 0.01 -0.01 0.00
H -2.87054 1.66772 2.04110 0.00 0.00 0.00
H -3.16841 3.40468 2.17610 0.00 0.00 0.01
H -0.34381 4.70818 0.61701 0.00 -0.01 0.00
H -1.98138 5.36498 0.50897 0.00 0.00 0.00
H -1.05533 5.05651 -0.96291 0.01 0.01 0.00
H -4.25397 2.17923 -0.79125 0.00 0.01 0.00
H -3.52273 3.31642 -1.92171 -0.01 0.01 -0.01
H -4.28135 3.90846 -0.43487 0.01 0.01 0.01
H -1.37899 4.10964 -3.03969 -0.01 0.01 -0.01
H -1.78323 2.56884 -3.79619 0.00 0.00 -0.01
H -0.34853 3.46236 -4.32068 0.01 0.00 0.00
H 1.17758 4.27118 -1.13152 -0.01 0.01 0.00
H 1.98899 3.77610 -2.62343 0.02 0.00 0.01
H 2.25862 2.87599 -1.12217 0.00 0.00 0.00
H 0.15276 0.28325 -3.71919 0.01 -0.02 0.01
H 1.41972 0.15022 -2.50360 0.01 -0.01 0.00
H 1.60791 1.27011 -3.86443 0.00 0.02 0.00
S 2.71122 0.14312 -0.07074 0.02 -0.02 0.05
C 3.52081 -0.35366 1.29415 0.00 -0.01 -0.06
N 3.23228 -0.04806 2.54178 -0.02 0.08 0.06
C 4.13357 -0.49715 3.58006 -0.01 0.02 0.02
C 4.83573 -1.72893 3.01946 0.00 -0.01 0.00
S 4.93862 -1.41674 1.23116 0.00 0.00 -0.02
H 2.38810 0.54038 2.73647 -0.01 -0.05 -0.02
H 3.56096 -0.71216 4.48147 0.00 -0.02 0.00
H 4.86270 0.28828 3.80967 0.00 0.00 -0.01
H 4.24893 -2.63151 3.18817 0.00 0.01 0.00
H 5.83258 -1.86262 3.43371 0.00 0.00 0.00
O 0.74002 0.15266 4.64288 0.00 -0.02 0.01
C 0.24066 0.62651 3.62933 0.06 0.02 -0.03
O 0.89273 1.19332 2.67594 -0.06 0.00 -0.04
H -0.85744 0.58459 3.48674 0.00 0.00 0.00
```
Forces are in eV/Å.

* total charge: -1
* orbital gap: 6.9 eV
* DFT total energy: -112636.9149 eV
* HOMO: -4.46 eV
* energy above the lowest of the compared OMol25 structures with the same formula, charge and spin: 0.5 kJ/mol